1) {"formula": "C18H33N3O2", "method": "wB97M-V/def2-TZVPD", "species": ["N", "C", "C", "C", "C", "C", "C", "N", "C", "O", "C", "O", "N", "C", "C", "C", "C", "C", "C", "C", "C", "C", "C", "H", "H", "H", "H", "H", "H", "H", "H", "H", "H", "H", "H", "H", "H", "H", "H", "H", "H", "H", "H", "H", "H", "H", "H", "H", "H", "H", "H", "H", "H", "H", "H", "H"], "coordinates": [[-1.065, -2.880, -1.815], [-0.433, -1.871, -2.654], [0.900, -1.456, -2.031], [1.581, -0.305, -2.773], [0.939, 1.064, -2.531], [1.264, 1.642, -1.141], [2.611, 2.373, -1.138], [2.497, 3.535, -1.984], [1.344, 4.230, -2.133], [1.218, 5.109, -2.954], [0.241, 3.861, -1.136], [-0.563, 4.688, -0.762], [0.259, 2.583, -0.687], [-0.714, 2.157, 0.301], [-1.793, 1.240, -0.280], [-2.723, 0.669, 0.801], [-2.427, -0.797, 1.129], [-1.049, -1.062, 1.743], [-0.741, -2.561, 1.712], [0.644, -2.844, 2.286], [0.751, -2.320, 3.715], [0.441, -0.827, 3.756], [-0.945, -0.550, 3.180], [-0.494, -3.719, -1.792], [-1.970, -3.137, -2.192], [-0.259, -2.211, -3.689], [-1.114, -1.017, -2.698], [0.722, -1.196, -0.988], [1.565, -2.324, -2.038], [2.631, -0.264, -2.476], [1.555, -0.518, -3.844], [1.281, 1.765, -3.295], [-0.142, 0.985, -2.637], [1.301, 0.828, -0.411], [3.402, 1.725, -1.520], [2.869, 2.667, -0.111], [3.275, 3.807, -2.567], [-1.178, 3.065, 0.691], [-0.183, 1.656, 1.116], [-2.366, 1.818, -1.006], [-1.324, 0.408, -0.806], [-3.755, 0.727, 0.452], [-2.657, 1.279, 1.703], [-2.504, -1.378, 0.207], [-3.193, -1.165, 1.815], [-0.290, -0.558, 1.138], [-0.800, -2.917, 0.682], [-1.492, -3.095, 2.299], [0.841, -3.918, 2.269], [1.402, -2.359, 1.665], [1.754, -2.504, 4.108], [0.040, -2.853, 4.349], [0.494, -0.464, 4.785], [1.193, -0.285, 3.174], [-1.147, 0.522, 3.217], [-1.697, -1.051, 3.794]], "mulliken_charge": [-0.41, -0.93, 0.49, -1.03, -0.80, 0.07, -0.94, -0.05, 0.02, -0.61, 1.06, -0.65, 0.23, -1.39, 0.70, -1.21, -1.36, 3.06, -1.05, -0.58, -0.83, -0.63, -1.19, 0.23, 0.21, 0.35, 0.38, -0.65, 0.55, 0.29, 0.40, 0.45, 0.52, 0.08, 0.43, 0.33, 0.24, 0.49, 0.32, 0.54, -0.64, 0.35, 0.45, 0.28, 0.55, -1.46, 0.09, 0.50, 0.43, 0.23, 0.38, 0.32, 0.39, 0.24, 0.39, 0.40], "lumo_energy_ev": 0.52, "smiles": "NCCCC[C@H]1CNC(=O)C(=O)N1CCCCC1CCCCC1"}

***

2) {"formula": "C18H33N3O2", "method": "wB97M-V/def2-TZVPD", "species": ["O", "C", "C", "N", "C", "C", "O", "C", "C", "N", "N", "C", "C", "C", "C", "C", "C", "C", "C", "C", "C", "C", "C", "H", "H", "H", "H", "H", "H", "H", "H", "H", "H", "H", "H", "H", "H", "H", "H", "H", "H", "H", "H", "H", "H", "H", "H", "H", "H", "H", "H", "H", "H", "H", "H", "H"], "coordinates": [[-2.357, 1.425, 2.275], [-1.631, 1.889, 1.418], [-1.128, 3.334, 1.470], [0.059, 3.535, 0.662], [0.255, 4.917, 0.251], [1.461, 4.980, -0.689], [2.627, 4.495, -0.068], [2.441, 3.169, 0.368], [1.262, 3.065, 1.334], [-1.227, 1.249, 0.299], [-1.687, 0.060, -0.216], [-1.781, -1.019, 0.446], [-2.496, -2.150, -0.250], [-2.655, -1.985, -1.764], [-1.326, -1.988, -2.524], [-0.649, -3.361, -2.543], [0.871, -3.304, -2.727], [1.614, -2.476, -1.670], [1.106, -2.720, -0.252], [1.907, -1.968, 0.807], [1.173, -1.904, 2.150], [0.075, -0.832, 2.228], [-1.359, -1.274, 1.869], [-1.936, 3.957, 1.074], [-0.987, 3.609, 2.526], [-0.636, 5.262, -0.278], [0.434, 5.577, 1.116], [1.672, 6.012, -0.975], [1.244, 4.387, -1.591], [3.370, 2.874, 0.859], [2.260, 2.513, -0.497], [1.121, 2.027, 1.639], [1.476, 3.668, 2.233], [-0.784, 1.835, -0.402], [-3.493, -2.198, 0.202], [-2.006, -3.096, -0.016], [-3.289, -2.792, -2.137], [-3.160, -1.037, -1.950], [-1.507, -1.664, -3.551], [-0.677, -1.248, -2.062], [-1.071, -3.959, -3.355], [-0.863, -3.895, -1.618], [1.248, -4.330, -2.700], [1.102, -2.896, -3.714], [2.679, -2.718, -1.726], [1.515, -1.413, -1.899], [1.129, -3.789, -0.030], [0.079, -2.377, -0.191], [2.106, -0.950, 0.460], [2.875, -2.456, 0.948], [1.910, -1.676, 2.923], [0.756, -2.886, 2.384], [0.047, -0.459, 3.254], [0.369, 0.004, 1.594], [-2.044, -0.697, 2.499], [-1.491, -2.330, 2.110]], "mulliken_charge": [-0.67, 0.51, -0.72, 0.25, -0.59, -0.69, -0.40, -0.74, -0.37, 0.25, -0.97, 0.87, -0.69, -1.15, -0.38, -0.64, -1.03, -0.88, 0.85, -0.70, -1.10, 0.21, -1.42, 0.39, 0.32, 0.43, 0.31, 0.36, 0.33, 0.36, 0.37, 0.16, 0.33, 0.37, 0.46, 0.28, 0.47, 0.45, 0.44, 0.12, 0.51, 0.20, 0.37, 0.34, 0.42, 0.37, 0.36, -0.93, 0.19, 0.50, 0.40, 0.39, 0.48, -0.37, 0.60, 0.40], "lumo_energy_ev": 0.81, "smiles": "O=C(CN1CCOCC1)NN=C1CCCCCCCCCCC1"}

***

Stability summary: most stable 1), least stable 2).

***

1) {"formula": "C3H10O2S2", "method": "wB97M-V/def2-TZVPD", "species": ["C", "C", "O", "C", "S", "S", "H", "H", "H", "H", "H", "H", "H", "H", "H", "H", "O"], "coordinates": [[-1.257, -1.535, 0.823], [-2.350, -0.750, 0.009], [-1.840, 0.487, -0.476], [0.181, -1.194, 0.450], [0.917, 0.205, 1.392], [1.939, 1.108, -0.114], [-1.488, -1.528, 1.889], [-1.299, -2.592, 0.545], [-3.140, -0.562, 0.722], [-2.549, -1.409, -0.830], [-1.171, 0.826, 0.122], [0.849, -2.014, 0.729], [0.293, -0.920, -0.600], [3.161, 1.005, 0.455], [-0.501, 0.628, -3.656], [-1.289, 0.214, -2.459], [-0.413, 0.108, -2.849]], "mulliken_charge": [-0.57, -0.23, -0.51, -0.64, 0.23, 0.08, 0.35, 0.28, 0.30, 0.31, 0.27, 0.46, 0.36, 0.29, 0.31, 0.31, -0.61], "lumo_energy_ev": [-4.81, -8.54], "total_charge": 1, "s_squared": 0.75, "spin_multiplicity": 2}

***

2) {"formula": "C3H10O2S2", "method": "wB97M-V/def2-TZVPD", "species": ["C", "C", "O", "C", "S", "S", "H", "H", "H", "H", "H", "H", "H", "H", "H", "H", "O"], "coordinates": [[-0.435, 1.581, 0.344], [1.044, 1.287, 0.625], [1.376, -0.100, 0.821], [-1.229, 0.358, -0.133], [-1.885, -0.807, 1.058], [-1.617, -2.507, -0.006], [-0.944, 1.941, 1.248], [-0.413, 2.330, -0.445], [1.489, 1.823, 1.453], [1.734, 1.629, -0.154], [0.583, -0.612, 0.997], [-2.147, 0.713, -0.625], [-0.697, -0.113, -0.963], [-2.863, -2.986, 0.205], [2.361, -2.162, -1.794], [1.997, -0.797, -1.098], [1.645, -1.578, -1.534]], "mulliken_charge": [-0.25, -0.49, -0.50, -0.87, 0.26, 0.09, 0.30, 0.30, 0.33, 0.30, 0.32, 0.50, 0.43, 0.29, 0.29, 0.31, -0.60], "lumo_energy_ev": [-4.95, -8.42], "total_charge": 1, "s_squared": 0.75, "spin_multiplicity": 2}

***

Stability summary: most stable 1), least stable 2).

***

1) {"formula": "C3H4NS", "method": "wB97M-V/def2-TZVPD", "species": ["C", "C", "C", "N", "S", "H", "H", "H", "H"], "coordinates": [[1.487, -1.047, 0.307], [2.764, -1.177, -0.037], [0.214, 0.610, 0.135], [0.180, -0.727, -0.330], [2.957, 0.496, -0.049], [0.680, 1.426, -0.433], [-0.035, 0.656, 1.221], [0.120, -1.004, -1.330], [-0.429, -1.308, 0.298]], "mulliken_charge": [0.09, -0.07, -0.81, -0.03, 0.12, 0.54, 0.38, 0.35, 0.42], "lumo_energy_ev": [-6.40, -6.59], "total_charge": 1}

***

2) {"formula": "C3H4NS", "method": "wB97M-V/def2-TZVPD", "species": ["C", "C", "C", "N", "S", "H", "H", "H", "H"], "coordinates": [[0.715, -0.570, -0.227], [-1.567, -0.302, -0.376], [1.162, 0.678, 0.458], [-0.426, -0.753, -0.649], [2.308, -0.697, 0.070], [-2.276, -0.074, -1.096], [-2.178, -0.429, 0.534], [1.518, 1.461, -0.147], [0.744, 0.686, 1.432]], "mulliken_charge": [0.58, -0.11, -0.58, -0.14, 0.03, 0.29, 0.28, 0.33, 0.33], "lumo_energy_ev": -6.08, "total_charge": 1}

***

3) {"formula": "C3H4NS", "method": "wB97M-V/def2-TZVPD", "species": ["C", "C", "C", "N", "S", "H", "H", "H", "H"], "coordinates": [[-0.588, 2.067, 0.142], [-3.014, 1.002, 0.014], [-0.522, -0.481, 0.249], [0.030, 0.775, -0.119], [-2.479, -0.514, -0.038], [-0.096, -1.423, 0.023], [-0.521, -0.634, 1.294], [-0.248, 0.990, -1.231], [1.108, 0.760, 0.028]], "mulliken_charge": [-0.09, 0.00, -0.70, -0.18, 0.16, 0.48, 0.43, 0.49, 0.42], "lumo_energy_ev": [-6.25, -6.70], "total_charge": 1}

***

4) {"formula": "C3H4NS", "method": "wB97M-V/def2-TZVPD", "species": ["C", "C", "S", "C", "N", "H", "H", "H", "H"], "coordinates": [[0.366, -1.411, 0.233], [-0.816, -0.965, -0.084], [-1.903, 0.407, 0.005], [-0.168, 1.099, 0.206], [0.586, -0.107, -0.260], [1.105, -2.245, 0.349], [0.009, 1.307, 1.199], [0.017, 2.049, -0.441], [0.803, -0.133, -1.208]], "mulliken_charge": [-0.07, 0.11, 0.08, -0.34, -0.11, 0.36, 0.31, 0.36, 0.30], "lumo_energy_ev": -5.29, "total_charge": 1, "smiles": "C1=C2SC[N@@H+]12"}

***

Stability summary: most stable 2), least stable 3).

***

1) {"formula": "C2H7NOS2", "method": "wB97M-V/def2-TZVPD", "species": ["N", "C", "O", "H", "H", "H", "C", "S", "S", "H", "H", "H", "H"], "coordinates": [[2.716, 0.645, -0.003], [2.679, 1.847, -0.493], [1.911, 2.253, -1.329], [2.263, -0.113, -0.480], [3.522, 0.240, 0.440], [3.650, 2.424, -0.224], [-3.125, -1.550, 1.035], [-2.621, -0.189, -0.143], [-0.630, -0.609, -0.744], [-2.778, -2.506, 0.463], [-4.222, -1.453, 1.119], [-2.661, -1.358, 2.015], [-0.703, 0.368, -1.658]], "mulliken_charge": [-0.28, 0.17, -0.50, 0.15, 0.26, 0.22, -0.75, -0.05, -0.21, 0.26, 0.28, 0.28, 0.18], "lumo_energy_ev": 0.39, "smiles": "NC=O.CSS"}

***

2) {"formula": "C2H7NOS2", "method": "wB97M-V/def2-TZVPD", "species": ["C", "C", "N", "O", "S", "S", "H", "H", "H", "H", "H", "H", "H"], "coordinates": [[-2.022, -0.888, 0.390], [-1.063, -0.609, 1.576], [2.891, 1.313, -2.332], [-0.461, 0.618, 1.556], [1.394, 0.658, -2.159], [1.024, 0.770, 0.756], [-2.383, -1.873, 0.443], [-2.774, -0.119, 0.268], [-1.320, -0.702, -0.393], [-0.463, -1.455, 1.500], [-1.693, -0.602, 2.515], [3.741, 0.770, -2.461], [3.129, 2.119, -1.660]], "mulliken_charge": [-0.80, -0.26, -0.44, -0.31, -0.05, -0.02, 0.35, 0.29, 0.11, 0.33, 0.26, 0.26, 0.28], "lumo_energy_ev": [-1.31, -1.03]}

***

Stability summary: most stable 1), least stable 2).